# C47H47GeN2O9RbS4SeTe

A structure of composition C47H47GeN2O9RbS4SeTe (wB97M-V/def2-TZVPD, OMol25).

```
113
Properties=species:S:1:pos:R:3:mulliken_charge:R:1
Rb 0.689 0.851 -0.506 0.456
S -1.977 -3.729 7.119 -0.258
C -0.682 -3.381 8.185 -0.393
C 0.315 -2.708 7.550 -0.900
C 0.032 -2.471 6.183 0.235
C -1.179 -2.965 5.790 0.473
C -1.804 -2.854 4.474 0.770
C -1.065 -2.369 3.367 -0.893
N -1.565 -2.177 2.175 0.064
C -2.862 -2.465 1.961 -0.579
C -3.684 -2.986 2.981 0.999
C -5.058 -3.292 2.718 -0.994
C -5.585 -3.082 1.495 -0.955
C -4.788 -2.545 0.434 1.198
C -5.325 -2.315 -0.843 -1.028
C -4.535 -1.786 -1.832 0.802
C -3.193 -1.483 -1.500 -0.969
N -2.661 -1.694 -0.325 -0.193
C -3.432 -2.223 0.650 -0.176
C -5.023 -1.540 -3.190 0.439
C -4.595 -0.589 -4.073 -0.515
C -5.292 -0.645 -5.308 -0.852
C -6.230 -1.630 -5.350 -0.383
S -6.278 -2.508 -3.880 -0.217
C -3.121 -3.175 4.249 -1.110
H -0.724 -3.682 9.217 0.435
H 1.217 -2.373 8.041 0.425
H 0.675 -1.908 5.530 -0.014
H -0.021 -2.109 3.477 0.786
H -5.662 -3.686 3.526 0.376
H -6.625 -3.307 1.292 0.377
H -6.370 -2.542 -1.024 0.469
H -2.531 -1.050 -2.239 0.695
H -3.835 0.149 -3.847 0.703
H -5.096 0.026 -6.129 0.425
H -6.883 -1.884 -6.166 0.415
H -3.754 -3.548 5.048 0.416
O -2.783 1.792 -3.801 -0.937
S -1.383 1.622 -3.416 0.560
O -0.678 2.877 -3.236 -0.198
O -1.208 0.711 -2.305 0.529
C -0.589 0.832 -4.844 0.164
C -1.248 1.081 -6.043 -0.638
C -0.784 0.594 -7.254 -0.794
C 0.368 -0.170 -7.271 -0.513
C 1.036 -0.420 -6.083 -0.637
C 0.591 0.065 -4.857 -0.443
S 1.683 -0.393 -3.456 1.362
O 1.983 0.861 -2.777 -0.808
O 2.829 -1.019 -4.087 -0.764
O 0.905 -1.287 -2.609 -0.644
H -2.154 1.670 -6.003 0.529
H -1.324 0.812 -8.167 0.361
H 0.756 -0.572 -8.199 0.363
H 1.944 -1.006 -6.081 0.527
O 1.541 -0.469 2.197 0.959
C 2.341 0.368 3.038 2.505
C 2.411 1.853 2.499 -0.322
O 3.298 2.542 3.008 -0.764
O 1.536 2.138 1.661 -0.533
C 1.608 0.471 4.359 -0.544
C 2.281 0.716 5.554 0.031
C 1.582 0.849 6.744 -1.053
C 0.197 0.761 6.758 -0.555
C -0.482 0.565 5.565 -0.699
C 0.216 0.431 4.375 -0.583
C 3.726 -0.265 3.146 -0.005
C 4.744 0.128 2.281 -0.482
C 5.984 -0.490 2.310 -0.767
C 6.240 -1.513 3.212 -0.534
C 5.230 -1.929 4.065 -0.905
C 3.987 -1.315 4.019 0.052
H 1.691 -0.203 1.284 -0.907
H 3.356 0.816 5.546 0.593
H 2.124 1.030 7.664 0.428
H -0.347 0.855 7.690 0.412
H -1.565 0.517 5.554 0.412
H -0.311 0.297 3.441 0.678
H 4.571 0.943 1.593 0.470
H 6.755 -0.165 1.623 0.390
H 7.211 -1.992 3.236 0.351
H 5.404 -2.739 4.762 0.387
H 3.216 -1.658 4.694 0.206
C -0.981 8.143 -2.943 -1.381
Ge -0.773 6.177 -2.763 0.631
C 1.072 5.798 -3.284 -1.102
C -2.169 5.433 -3.918 -0.758
C -1.066 5.867 -0.834 -1.064
Se -0.664 4.174 0.049 0.218
C -2.415 3.370 -0.204 -0.755
H -0.861 8.433 -3.987 0.363
H -0.228 8.667 -2.354 0.374
H -1.967 8.472 -2.611 0.369
H 1.172 5.882 -4.367 0.362
H 1.369 4.798 -2.991 0.300
H 1.735 6.535 -2.824 0.363
H -1.939 5.684 -4.956 0.342
H -3.129 5.897 -3.671 0.355
H -2.256 4.358 -3.840 0.057
H -2.084 6.152 -0.553 0.313
H -0.422 6.596 -0.330 0.384
H -2.636 3.150 -1.248 0.192
H -3.136 4.077 0.208 0.430
H -2.439 2.450 0.379 0.166
C 4.507 -3.577 0.804 -0.668
Te 3.255 -2.923 -0.809 0.219
C 1.454 -3.187 0.297 -0.379
H 4.374 -2.914 1.652 -0.163
H 5.540 -3.520 0.469 0.357
H 4.280 -4.602 1.089 0.400
H 1.196 -4.241 0.378 0.563
H 0.661 -2.664 -0.233 0.067
H 1.582 -2.741 1.279 -0.323
```

Results
2S+1 = 1
E_HOMO = -3.03 eV
HOMO-LUMO gap = 6.1609 eV
Total charge = -2

---

# C47H47N4NaO2P2Te

A structure of composition C47H47N4NaO2P2Te (wB97M-V/def2-TZVPD, OMol25).

```
104
Properties=species:S:1:pos:R:3:mulliken_spin:R:1
Na 0.878 -0.178 -1.071 0.073
C 3.580 0.977 -1.066 0.007
C 3.423 1.448 -2.444 0.026
C 3.702 0.693 -3.524 0.008
C 3.973 -0.727 -3.407 0.038
C 3.912 -1.336 -2.208 -0.037
C 3.849 -0.590 -0.962 0.117
H 3.396 2.540 0.345 -0.012
H 3.031 2.453 -2.575 0.008
H 3.599 1.122 -4.516 -0.004
H 4.067 -1.318 -4.312 0.002
H 3.870 -2.418 -2.153 -0.006
H 3.454 -1.076 -0.079 0.000
Te 0.546 -1.675 3.822 0.011
C -0.954 -0.994 5.172 0.005
C -2.303 -0.919 4.841 -0.002
C -3.210 -0.461 5.782 0.000
N -2.883 -0.088 7.021 0.000
C -1.590 -0.170 7.334 0.000
C -0.605 -0.605 6.461 0.001
C -0.039 -0.760 2.026 0.060
P 0.569 0.849 1.553 -0.136
C 2.327 0.891 1.213 0.264
C 2.765 1.700 0.011 -0.100
C 4.921 0.447 -0.650 -0.151
C 5.438 0.559 0.727 0.467
C 4.711 0.433 1.901 -0.101
C 3.317 0.451 2.109 0.360
C 0.301 1.862 3.058 0.039
C -0.955 1.858 3.669 0.011
C -1.223 2.664 4.766 0.002
C -0.237 3.501 5.272 0.000
C 1.013 3.525 4.667 -0.004
C 1.278 2.716 3.569 -0.034
P -0.857 -1.660 0.776 0.001
C -2.305 -2.525 1.506 0.000
C -2.226 -3.730 2.204 0.000
C -3.348 -4.269 2.819 0.000
C -4.571 -3.616 2.743 0.001
C -4.669 -2.421 2.041 -0.001
C -3.544 -1.887 1.426 0.002
C 0.184 -3.114 0.316 -0.012
C -0.328 -4.173 -0.438 0.001
C 0.502 -5.169 -0.928 0.003
C 1.870 -5.122 -0.686 -0.001
C 2.394 -4.074 0.056 -0.003
C 1.557 -3.082 0.553 -0.015
H -2.649 -1.201 3.856 0.001
H -4.263 -0.393 5.526 0.000
H -1.322 0.144 8.339 0.000
H 0.431 -0.606 6.778 0.000
H 1.886 2.150 -0.468 0.021
H 5.675 0.516 -1.429 -0.008
H 6.519 0.563 0.802 0.065
H 5.307 0.288 2.800 0.004
H 2.986 0.138 3.095 0.051
H -1.716 1.186 3.291 -0.001
H -2.198 2.621 5.240 0.001
H -0.440 4.123 6.137 0.000
H 1.792 4.168 5.061 -0.001
H 2.258 2.721 3.106 0.018
H -1.271 -4.234 2.284 -0.001
H -3.263 -5.196 3.373 0.000
H -5.443 -4.034 3.231 0.000
H -5.619 -1.904 1.978 0.000
H -3.614 -0.947 0.889 0.001
H -1.394 -4.217 -0.641 0.000
H 0.081 -5.985 -1.506 0.000
H 2.520 -5.897 -1.074 0.000
H 3.459 -4.022 0.253 -0.002
H 1.970 -2.255 1.124 0.038
O 0.708 -1.547 -2.747 0.000
N -0.086 -1.370 -3.734 0.002
C 0.376 -1.512 -4.999 0.001
C -0.460 -1.331 -6.079 0.000
C -1.792 -0.996 -5.884 0.000
C -2.244 -0.855 -4.579 0.000
C -1.386 -1.046 -3.519 -0.001
H 1.427 -1.755 -5.049 -0.001
H -0.054 -1.453 -7.074 0.000
H -2.458 -0.853 -6.723 0.000
H -3.273 -0.601 -4.367 0.000
H -1.649 -0.965 -2.473 0.000
C 0.270 2.226 -4.746 -0.006
N -0.727 2.832 -3.887 0.003
C -1.696 3.699 -4.520 0.000
C -2.298 4.625 -3.484 0.000
C -2.905 3.792 -2.373 0.000
N -1.980 2.777 -1.908 0.000
C -2.269 2.218 -0.594 0.000
C -0.930 2.302 -2.634 -0.032
O -0.179 1.433 -2.197 -0.043
H 0.840 3.006 -5.255 -0.001
H -0.196 1.586 -5.505 0.000
H 0.949 1.626 -4.145 0.001
H -2.485 3.115 -5.018 0.000
H -1.183 4.271 -5.296 0.000
H -3.059 5.266 -3.931 0.000
H -1.511 5.263 -3.077 0.000
H -3.837 3.322 -2.714 0.000
H -3.163 4.427 -1.522 0.000
H -2.155 2.982 0.178 0.000
H -1.576 1.415 -0.361 -0.001
H -3.298 1.846 -0.572 0.000
```

Results
2S+1 = 2
E_HOMO (spin up / spin down) = -1.32 / -3.49 eV
HOMO-LUMO gap (spin up / spin down) = 2.7766 / 4.9489 eV
Total charge = -1

---

# C47H47N4O5TeV

A structure of composition C47H47N4O5TeV in a non-equilibrium geometry (wB97M-V/def2-TZVPD, OMol25).

```
105
Properties=species:S:1:pos:R:3:mulliken_spin:R:1
V -0.020 -0.200 -0.059 1.994
C -3.487 2.087 5.509 0.001
C -2.783 1.867 4.200 -0.007
C -2.007 2.864 3.611 0.006
C -1.361 2.662 2.398 -0.008
C -0.425 3.698 1.833 0.002
O 0.624 3.906 2.406 0.000
C -0.803 4.408 0.585 0.002
C -2.032 4.171 -0.024 -0.001
C -2.364 4.835 -1.194 0.000
C -1.466 5.735 -1.753 0.000
C -0.242 5.981 -1.140 0.000
C 0.089 5.320 0.030 0.000
C -1.461 1.433 1.794 -0.016
O -0.815 1.250 0.606 -0.087
C -2.216 0.399 2.340 0.043
C -2.882 0.642 3.544 0.010
C -2.306 -0.947 1.737 0.056
N -1.405 -1.391 0.925 -0.141
C -1.436 -2.789 0.461 0.019
C -0.194 -3.480 0.993 0.040
Te -0.234 -4.469 2.878 0.000
C -0.356 -2.745 4.062 -0.002
C 0.340 -1.575 3.765 0.023
C 0.214 -0.467 4.590 -0.003
C -0.576 -0.526 5.730 -0.001
C -1.254 -1.697 6.037 0.000
C -1.157 -2.799 5.198 0.001
C -3.543 -1.703 2.091 0.027
C -4.746 -1.138 1.671 0.004
C -5.947 -1.768 1.949 0.000
C -5.955 -2.949 2.681 0.002
C -4.761 -3.500 3.118 -0.001
C -3.554 -2.882 2.821 0.004
H -3.276 3.076 5.909 0.000
H -3.173 1.350 6.246 -0.001
H -4.565 1.993 5.392 -0.001
H -1.898 3.820 4.107 -0.001
H -2.740 3.492 0.436 0.000
H -3.325 4.670 -1.659 0.000
H -1.726 6.259 -2.661 0.000
H 0.440 6.701 -1.567 0.000
H 1.027 5.512 0.532 0.000
H -3.457 -0.155 3.998 0.002
H -1.416 -2.783 -0.636 -0.016
H -2.355 -3.295 0.755 0.005
H 0.639 -2.778 1.047 -0.020
H 0.109 -4.281 0.317 0.002
H 0.975 -1.518 2.886 0.000
H 0.729 0.455 4.349 0.000
H -0.658 0.334 6.378 0.000
H -1.867 -1.754 6.925 0.000
H -1.710 -3.698 5.437 0.000
H -4.747 -0.207 1.119 -0.001
H -6.873 -1.331 1.609 0.000
H -6.891 -3.432 2.916 0.000
H -4.760 -4.415 3.691 0.000
H -2.629 -3.316 3.179 0.000
O 2.188 -5.307 -4.056 0.000
C 2.999 -4.951 -2.966 -0.001
C 2.435 -3.708 -2.333 0.005
C 3.072 -3.109 -1.253 -0.005
C 2.495 -2.013 -0.648 0.030
N 1.352 -1.469 -1.079 0.004
C 0.774 -1.995 -2.182 0.001
C 1.265 -3.123 -2.806 -0.005
C -0.432 -1.270 -2.704 0.030
C -0.913 -1.456 -3.982 -0.006
C -2.008 -0.710 -4.409 0.011
C -2.593 -0.923 -5.785 -0.001
O -1.715 -1.633 -6.624 0.000
C -2.564 0.210 -3.529 -0.005
C -2.025 0.357 -2.267 0.043
N -0.980 -0.371 -1.860 -0.007
H 2.565 -6.069 -4.511 0.000
H 4.035 -4.752 -3.269 0.001
H 3.028 -5.740 -2.200 0.001
H 3.998 -3.502 -0.860 0.000
H 2.933 -1.553 0.230 -0.001
H 0.764 -3.555 -3.657 0.000
H -0.452 -2.155 -4.662 0.000
H -2.897 0.037 -6.210 0.001
H -3.505 -1.519 -5.664 0.002
H -1.312 -1.030 -7.258 0.000
H -3.407 0.820 -3.818 0.000
H -2.412 1.071 -1.550 0.001
O 1.466 -0.013 1.358 -0.031
C 2.342 0.884 1.519 -0.015
C 2.568 1.903 0.438 0.013
C 4.031 2.298 0.221 0.001
C 4.490 3.396 1.181 0.000
C 3.959 3.206 2.601 0.000
C 4.097 1.779 3.105 -0.001
N 3.025 0.875 2.640 0.001
H 1.962 2.783 0.687 0.004
H 2.142 1.480 -0.483 -0.010
H 4.147 2.636 -0.809 0.000
H 4.665 1.413 0.319 0.000
H 4.167 4.368 0.806 0.000
H 5.581 3.417 1.195 0.000
H 2.912 3.508 2.678 0.000
H 4.512 3.853 3.282 0.000
H 4.031 1.748 4.192 0.000
H 5.061 1.348 2.824 0.000
H 2.754 0.127 3.274 0.001
```

Results
2S+1 = 3
E_HOMO (spin up / spin down) = -12.13 / -12.13 eV
HOMO-LUMO gap (spin up / spin down) = 6.2891 / 6.1792 eV
Total charge = +2

---

# C47H47N7O4

A cluster of 9 separate species, C47H47N7O4 in total in a non-equilibrium geometry (wB97M-V/def2-TZVPD, OMol25).

```
105
Properties=species:S:1:pos:R:3:mulliken_charge:R:1
N 7.861 5.177 8.320 -0.500
C 8.776 5.793 8.895 -0.986
C 8.594 6.891 9.826 -0.801
C 7.322 7.054 10.362 0.536
C 6.291 6.378 9.774 -0.204
C 6.507 5.337 8.781 -0.609
H 9.781 5.687 8.569 0.525
H 9.245 7.647 10.107 0.897
H 7.058 7.648 11.307 0.411
H 5.230 6.575 10.048 0.650
H 5.762 4.653 8.145 0.033
N 7.764 13.177 9.625 -0.619
C 8.589 12.316 8.985 -0.183
C 8.614 10.961 9.375 -0.723
C 7.703 10.560 10.363 -0.374
C 6.894 11.466 11.018 -0.440
C 6.983 12.753 10.564 -0.229
H 9.115 12.918 8.203 0.378
H 9.402 10.140 8.964 0.143
H 7.729 9.609 10.614 1.265
H 6.252 11.085 11.902 0.257
H 6.514 13.637 10.967 0.454
N 4.476 7.166 13.233 0.050
C 5.179 8.199 13.812 -0.150
C 4.501 9.346 14.275 -0.639
C 3.088 9.562 14.038 -0.432
C 2.456 8.407 13.456 -0.226
C 3.083 7.274 13.019 -0.820
H 6.145 7.945 14.136 0.254
H 5.095 10.052 14.674 0.685
H 2.484 10.670 14.217 0.210
H 1.467 8.766 13.226 0.361
H 2.793 6.413 12.585 0.768
N 11.765 4.591 10.373 -0.574
C 12.087 5.526 11.280 -0.055
C 11.769 5.497 12.665 -0.641
C 10.952 4.489 13.033 0.106
C 10.664 3.391 12.134 -0.792
C 11.072 3.569 10.827 -0.166
H 12.474 6.472 10.614 0.300
H 12.054 6.329 13.295 0.446
H 10.636 4.347 14.075 0.510
H 10.066 2.584 12.420 0.476
H 10.840 3.093 9.898 0.441
N 6.990 2.291 11.830 -0.487
C 6.050 1.596 12.410 -0.604
C 5.348 2.065 13.640 -0.603
C 5.449 3.400 13.881 -0.465
C 6.339 4.217 13.170 0.311
C 7.041 3.661 12.054 -0.211
H 5.832 0.688 12.124 0.638
H 4.753 1.482 14.316 0.430
H 5.043 3.932 14.687 0.483
H 6.337 5.357 13.291 0.100
H 7.701 4.359 11.374 0.369
N 8.524 9.134 15.680 -0.558
C 9.129 9.662 14.576 -0.301
C 9.384 8.901 13.430 -0.270
C 9.232 7.461 13.553 0.746
C 8.924 6.918 14.827 -0.612
C 8.534 7.775 15.857 -0.482
H 9.158 10.797 14.365 0.275
H 9.578 9.208 12.339 0.315
H 9.511 6.890 12.599 -0.024
H 8.874 5.942 14.856 0.557
H 8.175 7.333 16.789 0.357
N 3.694 1.677 4.066 -0.587
C 4.372 2.725 4.491 -0.222
C 3.823 3.853 5.247 -0.171
C 2.500 3.777 5.631 0.164
C 1.700 2.737 5.034 -0.803
C 2.263 1.725 4.315 -0.407
H 5.451 2.903 4.071 0.262
H 4.453 4.698 5.454 0.256
H 2.062 4.468 6.298 0.613
H 0.670 2.750 5.156 0.435
H 1.668 0.980 4.005 0.463
C 4.540 8.109 7.755 -0.128
C 3.866 7.567 6.516 -0.896
C 2.428 7.844 6.491 0.307
C 1.829 8.326 7.721 -0.780
C 2.567 8.765 8.919 -0.682
C 3.951 8.618 8.901 0.499
O 4.607 9.243 9.981 -0.349
O 1.774 7.473 5.465 -0.459
H 5.568 7.970 7.560 0.441
H 4.481 7.262 5.633 0.597
H 0.834 8.149 7.836 0.417
H 2.197 8.997 9.854 0.624
H 5.655 9.400 9.806 0.138
H 0.908 7.778 5.268 0.321
C 2.580 3.263 10.911 -0.760
C 1.514 3.731 11.885 -0.699
C 0.633 4.755 11.457 0.569
C 0.804 5.259 10.142 -0.498
C 1.699 4.816 9.270 -0.237
C 2.626 3.796 9.600 0.427
O 3.544 3.215 8.756 -0.409
O -0.355 5.196 12.346 -0.548
H 3.138 2.473 11.231 0.534
H 1.605 3.167 12.819 0.300
H 0.289 6.071 9.716 0.432
H 1.845 5.294 8.377 0.298
H 3.549 2.206 8.751 0.296
H -0.346 4.630 13.085 0.287
```

Results
2S+1 = 1
Structure (SMILES) = Oc1ccc(O)cc1.Oc1ccc(O)cc1.c1ccncc1.c1ccncc1.c1ccncc1.c1ccncc1.c1ccncc1.c1ccncc1.c1ccncc1
E_HOMO = -8.16 eV
HOMO-LUMO gap = 8.5058 eV

---

How do the records compare in energy relative to the best compared isomer or geometry (same formula, charge and spin)? In the order shown, they have 1.542 2.322 0.445 0.000 eV.